w:
Entry from the OMol25 dataset: a 2-piece molecular cluster, C2H7N4O overall (ωB97M-V/def2-TZVPD).

Each line ends with the Mulliken charge.
Element x y z (Å)
O 1.7995 -0.0757 -1.4605  -0.50
N 0.2632 -2.5745 0.7212  -0.47
N 0.0228 1.4905 -0.9951  -0.37
N -1.0936 0.1481 0.6075  -0.37
N -0.8469 1.5303 0.1616  0.08
C -0.0549 -0.6084 -0.0140  0.18
C 0.6671 0.0992 -0.8197  0.17
H -1.9190 -0.3626 0.3327  0.31
H -1.7042 2.1098 0.0169  0.37
H -0.7915 -2.5761 1.1638  0.29
H -0.3561 1.8976 0.9587  0.35
H 2.3823 -0.8383 -1.2700  0.36
H 0.9516 -2.4935 1.5375  0.29
H 0.6796 2.2537 -0.9406  0.31

Summary:
molecular weight	103.10	g mol⁻¹
spin multiplicity	1
total charge	+1
HOMO (spin up / spin down)	-0.481 / -0.481	hartree
E_LUMO (spin up / spin down)	-4.6 / -4.6	eV

***

x:
Entry from the OMol25 dataset: a 2-piece molecular cluster, C2H7N4O overall (ωB97M-V/def2-TZVPD).

Each line ends with the Mulliken charge.
Element x y z (Å)
O 2.2835 -1.4314 0.0560  -0.39
N 0.9009 1.1306 -0.1464  0.37
N -1.9523 -0.1557 0.7574  -0.44
N -0.9215 0.0408 -0.8543  -0.46
N 2.0723 1.2346 0.3361  -0.50
C 1.1387 -1.3423 -0.3091  0.07
C 0.2690 -0.1165 -0.3664  0.18
H 0.7033 -2.1518 -0.8668  0.29
H -1.0688 -0.3785 1.0215  0.32
H 2.4474 2.2301 0.3167  0.30
H 0.4411 1.9930 -0.5720  0.35
H -1.2103 -0.7906 -1.4095  0.32
H -2.7262 -0.8852 0.8092  0.32
H -2.3770 0.6231 1.2275  0.26

Summary:
molecular weight	103.10	g mol⁻¹
spin multiplicity	1
total charge	+1
HOMO (spin up / spin down)	-0.514 / -0.513	hartree
E_LUMO (spin up / spin down)	-6.0 / -6.0	eV

***

y:
Entry from the OMol25 dataset: an isolated ion of composition C2H7N4O and charge +1 (ωB97M-V/def2-TZVPD).

Each line ends with the Mulliken charge.
Element x y z (Å)
O -2.2134 -1.2427 0.1653  -0.47
N 1.3575 -0.8356 -0.1782  -0.03
N -0.0042 -1.3843 0.0503  -0.22
N -1.0733 0.6504 -0.4383  -0.17
N -1.8542 1.6087 0.0680  -0.31
C -1.2062 -0.6344 -0.0603  0.51
C 1.5568 0.5657 0.1108  -0.60
H 1.7128 -1.0231 -1.0730  0.33
H -0.0136 -2.3485 -0.2301  0.28
H 2.1717 1.2171 -0.4324  0.36
H 1.2475 0.8712 1.0521  0.39
H -2.1781 1.4144 1.0132  0.26
H 2.1192 -1.3836 0.2426  0.38
H -1.6226 2.5248 -0.2898  0.30

Summary:
molecular weight	103.10	g mol⁻¹
spin multiplicity	1
total charge	+1
HOMO (spin up / spin down)	-0.483 / -0.524	hartree
E_LUMO (spin up / spin down)	-5.3 / -4.9	eV

***

z:
Entry from the OMol25 dataset: an isolated ion of composition C2H7N4O and charge +1 (ωB97M-V/def2-TZVPD).

Each line ends with the Mulliken charge.
Element x y z (Å)
O 0.2343 2.0227 1.1893  -0.36
N 0.6736 -2.2919 -0.5317  -0.44
N -1.2297 -0.5084 -0.8733  -0.30
N -0.7522 1.3699 0.3738  -0.08
N 1.3676 -1.3750 -0.1339  -0.08
C -0.4176 0.2740 -0.2159  0.37
C 1.0262 -0.0593 -0.0086  -0.26
H -1.7856 1.4251 0.6914  0.32
H 1.2283 0.4543 1.0561  0.40
H -2.2139 -0.3054 -0.7086  0.22
H 1.1533 -3.1501 -0.5028  0.25
H -0.0177 2.9073 1.3793  0.36
H -0.8827 -1.4031 -1.0324  0.29
H 1.6162 0.6398 -0.6828  0.33

Summary:
molecular weight	103.10	g mol⁻¹
spin multiplicity	1
total charge	+1
HOMO	-0.491	hartree
E_LUMO	-3.7	eV

***

Last place for stability: w